Molecular formula: C52H100O15
Method: DFT, ωB97M-V/def2-TZVPD

Values from the calculation:
Lowest unoccupied orbital energy = 0.37 eV
Molar mass = 965.4 g mol⁻¹
Gap between HOMO and LUMO = 0.342 Eh
Spin multiplicity = 1
Energy relative to the best compared isomer or geometry (same formula, charge and spin) = 0.0 kJ/mol

Last columns: bonded neighbours and bond lengths (Å).
Cartesian coordinates (Å):
1 C 2.9960 3.8938 0.9749  C2 1.496, C5 1.504, H6 1.090, H7 1.090
2 C 3.8142 3.3375 -0.1472  C1 1.496, C3 1.538, H8 1.090, H9 1.090
3 C 3.4921 4.2153 -1.3679  C2 1.538, O4 1.435, H10 1.090, H11 1.090
4 O 2.1902 4.7446 -1.0780  C3 1.435, C5 1.475
5 C 1.7577 4.4028 0.2906  C1 1.504, O4 1.475, H12 1.090, H13 1.090
6 H 3.5014 4.6987 1.5087  C1 1.090
7 H 2.6943 3.1226 1.6837  C1 1.090
8 H 3.4840 2.3400 -0.4371  C2 1.090
9 H 4.8894 3.3087 0.0294  C2 1.090
10 H 3.5523 3.7247 -2.3394  C3 1.090
11 H 4.2282 5.0190 -1.3858  C3 1.090
12 H 0.9602 3.6628 0.2246  C5 1.090
13 H 1.4800 5.3486 0.7559  C5 1.090
14 C -4.5563 -2.6399 2.3305  C15 1.515, C18 1.546, H19 1.090, H20 1.090
15 C -4.1694 -2.4218 0.8819  C14 1.515, C16 1.522, H21 1.090, H22 1.090
16 C -5.1114 -1.3401 0.3739  C15 1.522, O17 1.462, H23 1.090, H24 1.090
17 O -6.2732 -1.4568 1.2542  C16 1.462, C18 1.448
18 C -6.0925 -2.4737 2.2689  C14 1.546, O17 1.448, H25 1.090, H26 1.090
19 H -4.0799 -1.8841 2.9549  C14 1.090
20 H -4.2197 -3.5605 2.8073  C14 1.090
21 H -4.3909 -3.3603 0.3737  C15 1.090
22 H -3.1288 -2.1102 0.7914  C15 1.090
23 H -5.4774 -1.4986 -0.6405  C16 1.090
24 H -4.6767 -0.3485 0.4996  C16 1.090
25 H -6.6683 -3.3720 2.0462  C18 1.090
26 H -6.5196 -2.0912 3.1959  C18 1.090
27 C 0.3770 -3.9097 -0.8637  C28 1.528, C31 1.484, H32 1.090, H33 1.090
28 C 1.4128 -3.3513 -1.8379  C27 1.528, C29 1.515, H34 1.090, H35 1.090
29 C 2.0450 -4.5883 -2.4424  C28 1.515, O30 1.428, H36 1.090, H37 1.090
30 O 1.0405 -5.5925 -2.2982  C29 1.428, C31 1.430
31 C 0.0538 -5.2875 -1.3092  C27 1.484, O30 1.430, H38 1.090, H39 1.090
32 H -0.4985 -3.2604 -0.8603  C27 1.090
33 H 0.7027 -3.9512 0.1757  C27 1.090
34 H 2.1646 -2.7065 -1.3827  C28 1.090
35 H 0.9423 -2.8426 -2.6793  C28 1.090
36 H 2.9257 -4.8053 -1.8379  C29 1.090
37 H 2.3735 -4.5779 -3.4817  C29 1.090
38 H 0.1238 -6.0411 -0.5247  C31 1.090
39 H -0.9263 -5.2728 -1.7859  C31 1.090
40 C -0.8577 -4.0471 4.1713  C41 1.496, C44 1.504, H45 1.090, H46 1.090
41 C 0.1559 -2.9840 4.4531  C40 1.496, C42 1.516, H47 1.090, H48 1.090
42 C 0.1383 -2.1855 3.1646  C41 1.516, O43 1.428, H49 1.090, H50 1.090
43 O -0.8058 -2.7771 2.2715  C42 1.428, C44 1.419
44 C -1.0115 -4.1215 2.6773  C40 1.504, O43 1.419, H51 1.090, H52 1.090
45 H -1.8084 -3.7935 4.6403  C40 1.090
46 H -0.5003 -4.9829 4.6009  C40 1.090
47 H 1.1474 -3.4105 4.6055  C41 1.090
48 H -0.1457 -2.4546 5.3569  C41 1.090
49 H 1.1395 -2.1795 2.7338  C42 1.090
50 H -0.2022 -1.1613 3.3172  C42 1.090
51 H -0.2596 -4.7057 2.1467  C44 1.090
52 H -1.9461 -4.4813 2.2471  C44 1.090
53 C 3.6565 -3.3195 1.6549  C54 1.486, C57 1.493, H58 1.090, H59 1.090
54 C 4.9092 -4.0496 1.3289  C53 1.486, C55 1.551, H60 1.090, H61 1.090
55 C 5.4167 -3.2432 0.1046  C54 1.551, O56 1.436, H62 1.090, H63 1.090
56 O 5.0945 -1.9000 0.4952  C55 1.436, C57 1.410
57 C 3.8946 -1.9062 1.2361  C53 1.493, O56 1.410, H64 1.090, H65 1.090
58 H 3.2242 -3.4100 2.6513  C53 1.090
59 H 2.8589 -3.6405 0.9849  C53 1.090
60 H 4.7291 -5.0641 0.9731  C54 1.090
61 H 5.6143 -3.9962 2.1584  C54 1.090
62 H 4.8020 -3.4286 -0.7762  C55 1.090
63 H 6.4410 -3.3588 -0.2500  C55 1.090
64 H 3.1320 -1.4980 0.5730  C57 1.090
65 H 4.0018 -1.1622 2.0254  C57 1.090
66 C -2.8949 -2.7899 -4.4577  C67 1.520, C70 1.526, H71 1.090, H72 1.090
67 C -3.0395 -4.0319 -3.5931  C66 1.520, C68 1.496, H73 1.090, H74 1.090
68 C -3.4004 -3.4446 -2.2655  C67 1.496, O69 1.395, H75 1.090, H76 1.090
69 O -2.8404 -2.1667 -2.2460  C68 1.395, C70 1.424
70 C -2.2282 -1.8218 -3.4850  C66 1.526, O69 1.424, H77 1.090, H78 1.090
71 H -3.8664 -2.4892 -4.8501  C66 1.090
72 H -2.2366 -2.9268 -5.3156  C66 1.090
73 H -2.1345 -4.6393 -3.5766  C67 1.090
74 H -3.9228 -4.6443 -3.7744  C67 1.090
75 H -3.0622 -4.1476 -1.5042  C68 1.090
76 H -4.4809 -3.3070 -2.2256  C68 1.090
77 H -1.1705 -2.0792 -3.4302  C70 1.090
78 H -2.4443 -0.7871 -3.7510  C70 1.090
79 C 5.8281 -0.0955 -3.9293  C80 1.562, C83 1.589, H84 1.090, H85 1.090
80 C 4.7428 0.7903 -3.2376  C79 1.562, C81 1.485, H86 1.090, H87 1.090
81 C 3.9324 -0.1375 -2.4087  C80 1.485, O82 1.413, H88 1.090, H89 1.090
82 O 4.2011 -1.4462 -2.8675  C81 1.413, C83 1.428
83 C 5.5957 -1.4726 -3.1719  C79 1.589, O82 1.428, H90 1.090, H91 1.090
84 H 6.8396 0.3027 -3.8482  C79 1.090
85 H 5.6337 -0.1767 -4.9987  C79 1.090
86 H 4.1177 1.2941 -3.9750  C80 1.090
87 H 5.2312 1.5624 -2.6430  C80 1.090
88 H 2.8623 0.0563 -2.4815  C81 1.090
89 H 4.2405 -0.0886 -1.3643  C81 1.090
90 H 5.8854 -2.3025 -3.8165  C83 1.090
91 H 6.2408 -1.6227 -2.3063  C83 1.090
92 C 0.4230 0.9152 -4.3927  C93 1.566, C96 1.499, H97 1.090, H98 1.090
93 C 0.9366 2.2010 -3.6621  C92 1.566, C94 1.538, H99 1.090, H100 1.090
94 C 1.1402 3.1720 -4.8377  C93 1.538, O95 1.437, H101 1.090, H102 1.090
95 O 1.3966 2.3103 -5.9586  C94 1.437, C96 1.432
96 C 1.2457 0.9209 -5.6457  C92 1.499, O95 1.432, H103 1.090, H104 1.090
97 H -0.6298 0.9872 -4.6657  C92 1.090
98 H 0.5661 -0.0153 -3.8434  C92 1.090
99 H 1.9450 2.1027 -3.2601  C93 1.090
100 H 0.3686 2.6218 -2.8324  C93 1.090
101 H 1.8943 3.9417 -4.6729  C94 1.090
102 H 0.1921 3.6666 -5.0488  C94 1.090
103 H 2.2187 0.5156 -5.3683  C96 1.090
104 H 0.8352 0.2802 -6.4262  C96 1.090
105 C -6.1608 1.8313 -1.2269  C106 1.509, C109 1.581, H110 1.090, H111 1.090
106 C -5.9429 2.1599 0.2297  C105 1.509, C107 1.572, H112 1.090, H113 1.090
107 C -4.4961 2.7656 0.1182  C106 1.572, O108 1.384, H114 1.090, H115 1.090
108 O -3.8588 1.9448 -0.7953  C107 1.384, C109 1.447
109 C -4.7494 1.4139 -1.8045  C105 1.581, O108 1.447, H116 1.090, H117 1.090
110 H -6.5299 2.7549 -1.6729  C105 1.090
111 H -7.0005 1.1681 -1.4349  C105 1.090
112 H -6.0379 1.3095 0.9049  C106 1.090
113 H -6.7444 2.8405 0.5171  C106 1.090
114 H -3.9897 2.6507 1.0765  C107 1.090
115 H -4.3080 3.8111 -0.1260  C107 1.090
116 H -4.7051 0.3262 -1.8609  C109 1.090
117 H -4.4389 1.8995 -2.7296  C109 1.090
118 C 2.0691 0.0171 5.8856  C119 1.487, C122 1.530, H123 1.090, H124 1.090
119 C 3.1284 0.3114 6.8871  C118 1.487, C120 1.529, H125 1.090, H126 1.090
120 C 4.4701 0.3494 6.1539  C119 1.529, O121 1.403, H127 1.090, H128 1.090
121 O 4.1219 -0.0638 4.8591  C120 1.403, C122 1.432
122 C 2.7687 0.2906 4.5528  C118 1.530, O121 1.432, H129 1.090, H130 1.090
123 H 1.1998 0.6549 6.0459  C118 1.090
124 H 1.7761 -1.0257 6.0073  C118 1.090
125 H 3.0681 -0.3950 7.7150  C119 1.090
126 H 2.9134 1.2572 7.3844  C119 1.090
127 H 5.2666 -0.3000 6.5171  C120 1.090
128 H 4.8266 1.3781 6.1022  C120 1.090
129 H 2.4142 -0.2936 3.7036  C122 1.090
130 H 2.7732 1.3163 4.1841  C122 1.090
131 C -1.5413 5.5252 -1.1419  C132 1.508, C135 1.527, H136 1.090, H137 1.090
132 C -2.8440 6.2802 -1.2177  C131 1.508, C133 1.522, H138 1.090, H139 1.090
133 C -3.5371 5.6592 -2.4217  C132 1.522, O134 1.387, H140 1.090, H141 1.090
134 O -2.4922 5.3877 -3.2932  C133 1.387, C135 1.398
135 C -1.4553 4.8648 -2.5156  C131 1.527, O134 1.398, H142 1.090, H143 1.090
136 H -1.3113 4.8447 -0.3221  C131 1.090
137 H -0.7352 6.2556 -1.0738  C131 1.090
138 H -2.6894 7.3320 -1.4582  C132 1.090
139 H -3.5422 6.1990 -0.3846  C132 1.090
140 H -4.1905 6.3619 -2.9388  C133 1.090
141 H -4.0590 4.7164 -2.2579  C133 1.090
142 H -0.4507 5.0226 -2.9080  C135 1.090
143 H -1.5341 3.7803 -2.4396  C135 1.090
144 O -0.2942 3.7692 2.2001  C145 1.242
145 C -0.9014 3.1620 3.0969  O144 1.242, O146 1.306, C149 1.477
146 O -2.1625 2.8823 2.9043  C145 1.306, C147 1.430
147 C -2.7013 1.9151 3.8092  O146 1.430, C148 1.541, H150 1.090, H151 1.090
148 C -1.5052 1.5252 4.6990  C147 1.541, C149 1.516, H152 1.090, H153 1.090
149 C -0.4904 2.6121 4.4047  C145 1.477, C148 1.516, H154 1.090, H155 1.090
150 H -3.0756 0.9972 3.3561  C147 1.090
151 H -3.4238 2.4006 4.4654  C147 1.090
152 H -1.1385 0.5142 4.5215  C148 1.090
153 H -1.8026 1.4616 5.7457  C148 1.090
154 H 0.5273 2.2218 4.4111  C149 1.090
155 H -0.4327 3.4869 5.0523  C149 1.090
156 O 1.8404 0.1755 1.4197  C157 1.247
157 C 0.7991 0.3289 0.7512  O156 1.247, O158 1.358, C161 1.523
158 O -0.3501 0.7042 1.3691  C157 1.358, C159 1.426
159 C -1.3730 0.9852 0.4163  O158 1.426, C160 1.507, H162 1.090, H163 1.090
160 C -0.8591 0.2526 -0.7961  C159 1.507, C161 1.511, H164 1.090, H165 1.090
161 C 0.6510 0.2231 -0.7605  C157 1.523, C160 1.511, H166 1.090, H167 1.090
162 H -1.4222 2.0523 0.1994  C159 1.090
163 H -2.3241 0.5323 0.6962  C159 1.090
164 H -1.2830 0.6841 -1.7029  C160 1.090
165 H -1.2387 -0.7642 -0.8966  C160 1.090
166 H 1.0268 1.1576 -1.1772  C161 1.090
167 H 1.0883 -0.7029 -1.1340  C161 1.090

Results of the Mulliken charge analysis, in e, for atoms 1 through 2: C -0.089; C 0.306